No. 1
{
  "formula": "C17H21BBrN3O5",
  "method": "ωB97M-V/def2-TZVPD",
  "elements": ["C", "C", "C", "O", "O", "C", "C", "C", "C", "C", "C", "C", "C", "N", "N", "C", "O", "C", "C", "N", "C", "C", "O", "Br", "B", "C", "O", "H", "H", "H", "H", "H", "H", "H", "H", "H", "H", "H", "H", "H", "H", "H", "H", "H", "H", "H", "H", "H"],
  "positions_angstrom": [[-2.028, 4.294, -2.639], [-2.028, 4.546, -1.343], [-3.233, 4.350, -0.498], [-4.314, 4.625, -0.908], [-3.103, 3.862, 0.777], [-2.550, 2.554, 0.775], [-2.486, 2.015, 2.197], [-1.526, 0.799, 2.149], [-0.073, 1.277, 2.374], [0.951, 0.812, 1.329], [0.844, -0.668, 0.964], [1.981, -1.166, 0.077], [3.234, -0.887, 0.851], [4.194, -0.682, 1.457], [2.161, -0.435, -1.179], [1.154, -0.062, -1.755], [0.183, 0.267, -2.312], [1.966, -2.734, -0.120], [2.399, -3.275, 1.190], [2.685, -3.713, 2.218], [3.025, -3.247, -1.124], [2.688, -3.050, -2.583], [1.853, -3.614, -3.184], [3.830, -1.767, -3.565], [0.505, -3.369, -0.373], [-0.648, -2.782, -1.283], [0.284, -4.549, 0.253], [-2.579, 3.474, -3.071], [-1.460, 4.952, -3.281], [-1.121, 4.911, -0.881], [-3.141, 1.880, 0.151], [-1.535, 2.540, 0.359], [-2.158, 2.773, 2.898], [-3.477, 1.642, 2.437], [-1.693, 0.334, 1.181], [-1.786, 0.147, 2.975], [-0.090, 2.364, 2.310], [0.294, 1.059, 3.373], [0.746, 1.382, 0.418], [1.942, 1.120, 1.655], [0.900, -1.243, 1.889], [-0.129, -0.808, 0.511], [4.011, -2.880, -0.866], [3.079, -4.325, -0.974], [-1.303, -2.092, -0.758], [-0.312, -2.334, -2.213], [-1.289, -3.617, -1.576], [-0.503, -4.962, -0.105]],
  "forces_ev_per_a": [[0.1, 0.1, -0.5], [0.1, -0.2, 0.8], [0.2, -1.1, 0.3], [-0.7, 0.4, -0.3], [0.2, 0.1, -0.3], [0.7, 0.0, 0.6], [-0.2, -1.0, -1.0], [0.1, 1.2, 1.1], [0.1, 0.1, -0.8], [-0.5, 0.4, -0.4], [0.3, 0.4, 0.7], [1.4, 0.0, 0.7], [0.8, 0.3, 0.2], [-0.7, -0.1, -0.5], [-1.0, -0.2, -0.2], [-0.9, 0.0, -0.3], [0.9, 0.1, 0.1], [0.0, 0.2, 0.8], [-0.1, -0.5, 0.5], [-0.1, 0.3, -0.7], [0.1, -0.2, 0.1], [0.8, 0.7, -0.1], [-0.8, -0.4, -0.1], [0.0, -0.3, 0.2], [-0.5, 0.1, -0.5], [0.3, -0.5, -0.1], [0.5, 0.0, -0.2], [-1.0, 0.6, -0.3], [0.9, -0.8, -0.2], [-0.2, 1.0, 0.1], [-0.2, 0.0, 0.0], [0.0, 0.3, -0.1], [0.0, 0.1, 0.1], [-0.2, 0.3, 0.4], [0.1, -0.4, 0.0], [-0.2, -0.5, -0.3], [0.2, 0.2, 0.1], [-0.2, -0.3, 0.2], [0.1, 0.1, -0.1], [0.2, -0.3, 0.0], [-0.2, -0.3, 0.0], [-0.1, -0.4, -0.2], [0.1, 0.4, -0.1], [-0.1, -0.2, -0.2], [0.0, 0.2, 0.1], [0.0, 0.2, 0.0], [-0.1, 0.0, -0.1], [-0.3, -0.2, 0.2]],
  "energy_ha": -3799.7000,
  "e_lumo_ev": 0.05,
  "e_homo_ha": -0.37229,
  "total_charge": 0,
  "smiles": "C=CC(=O)OCCCCCC[C@](C#N)(N=C=O)[C@](C#N)(CC(=O)Br)B(C)O"
}


No. 2
{
  "formula": "C17H21BrI3NO2P",
  "method": "ωB97M-V/def2-TZVPD",
  "elements": ["C", "O", "C", "C", "C", "P", "O", "N", "C", "C", "C", "C", "C", "C", "I", "C", "C", "I", "C", "C", "I", "C", "Br", "C", "C", "H", "H", "H", "H", "H", "H", "H", "H", "H", "H", "H", "H", "H", "H", "H", "H", "H", "H", "H", "H", "H"],
  "positions_angstrom": [[-5.024, 1.316, 0.365], [-3.853, 1.871, -0.247], [-3.539, 1.046, -1.372], [-2.036, 0.828, -1.531], [-1.421, 0.965, -2.750], [-2.383, 1.411, -4.275], [-3.257, 0.282, -4.661], [-0.067, 0.742, -2.899], [0.730, 0.385, -1.902], [0.234, 0.191, -0.597], [1.076, -0.230, 0.500], [2.552, -0.488, 0.130], [3.329, 0.879, -0.005], [4.862, 0.719, 0.229], [5.654, -1.013, -0.811], [0.551, -0.386, 1.795], [1.359, -0.833, 3.018], [3.102, 0.397, 3.422], [1.701, -2.385, 3.044], [1.373, -3.151, 1.740], [0.439, -3.300, 4.585], [-0.868, -0.134, 1.924], [-1.786, -0.341, 3.601], [-1.684, 0.243, 0.877], [-1.177, 0.436, -0.422], [-5.854, 1.223, -0.367], [-4.853, 0.297, 0.769], [-5.398, 1.948, 1.183], [-4.096, 0.090, -1.336], [-3.893, 1.600, -2.263], [-3.204, 2.534, -3.986], [-1.465, 1.768, -5.297], [0.342, 0.846, -3.824], [1.777, 0.219, -2.171], [3.061, -1.176, 0.814], [2.544, -0.927, -0.879], [2.961, 1.560, 0.780], [3.186, 1.337, -0.999], [5.114, 0.650, 1.294], [5.369, 1.609, -0.174], [0.710, -0.658, 3.888], [2.726, -2.549, 3.407], [0.304, -3.045, 1.486], [1.502, -4.227, 1.966], [2.045, -2.934, 0.897], [-2.749, 0.388, 1.051]],
  "forces_ev_per_a": [[-1.0, 0.0, 0.2], [-0.3, -1.2, 0.0], [0.1, 0.9, -0.4], [0.9, -0.3, 0.4], [-0.5, 0.9, -0.5], [-1.4, -1.1, -0.3], [0.3, 0.0, 0.1], [-0.2, 0.0, 0.4], [0.4, -0.4, 0.2], [-0.7, 0.3, -0.2], [0.4, -0.2, 0.2], [-0.6, 1.2, -0.4], [0.7, -0.7, 0.6], [-0.6, 0.5, -0.4], [0.0, 0.5, 0.3], [-0.1, 0.3, -0.9], [-0.6, -0.6, 0.0], [-0.5, -0.3, 0.2], [-0.4, 0.4, -0.4], [0.1, -0.9, 0.7], [0.4, 0.0, -0.1], [0.1, -0.1, 0.2], [0.4, 0.2, -0.7], [-0.2, 0.0, -0.1], [0.1, -0.2, 0.4], [0.5, 0.1, 0.2], [0.2, 0.4, -0.1], [0.5, 0.0, -0.3], [0.5, 0.3, 0.0], [0.0, -0.5, 0.3], [0.9, 0.2, 0.1], [0.2, 0.3, 0.6], [-0.1, 0.0, 0.2], [-0.5, 0.1, 0.1], [-0.2, 0.4, -0.2], [0.3, -0.4, 0.6], [0.1, 0.0, -0.5], [-0.1, -0.2, 0.4], [-0.1, -0.3, -0.5], [0.0, -0.5, 0.1], [0.6, 0.2, -0.4], [-0.5, 0.0, -0.3], [0.6, 0.2, -0.1], [0.0, 0.5, -0.2], [-0.4, 0.2, 0.3], [0.5, 0.0, 0.1]],
  "energy_ha": -4673.8037,
  "e_lumo_ev": -4.73,
  "e_homo_ha": -0.43143,
  "total_charge": 1,
  "smiles": "COCc1c([PH2]=O)[nH+]cc2c(CCCI)c([C@H](I)[C@H](C)I)c(Br)cc12"
}


No. 3
{
  "formula": "C17H21BrN6O3S",
  "method": "ωB97M-V/def2-TZVPD",
  "elements": ["N", "C", "N", "C", "C", "Br", "C", "C", "S", "O", "O", "N", "C", "C", "C", "O", "N", "C", "C", "N", "C", "C", "C", "C", "C", "N", "C", "C", "H", "H", "H", "H", "H", "H", "H", "H", "H", "H", "H", "H", "H", "H", "H", "H", "H", "H", "H", "H", "H"],
  "positions_angstrom": [[3.866, -1.919, -1.503], [2.554, -1.292, -1.618], [1.454, -2.105, -1.861], [0.396, -1.567, -1.974], [0.214, -0.055, -1.912], [-1.687, 0.430, -2.098], [1.358, 0.627, -1.893], [2.685, 0.001, -1.679], [3.821, 1.409, -1.530], [4.981, 0.709, -0.958], [4.042, 2.056, -2.632], [3.118, 2.315, -0.618], [3.173, 2.141, 1.159], [1.689, 1.950, 1.495], [1.266, 0.362, 1.403], [2.069, -0.564, 0.992], [-0.265, 0.204, 1.279], [-0.588, -1.294, 1.141], [-1.037, -1.820, 2.418], [-2.175, -0.849, 2.957], [-3.416, -1.120, 2.781], [-3.956, -2.296, 2.576], [-5.545, -2.290, 2.324], [-6.144, -1.124, 2.771], [-5.641, 0.026, 2.889], [-4.370, 0.349, 2.823], [-1.566, 0.611, 3.292], [-1.238, 1.009, 1.674], [3.872, -2.853, -1.134], [4.554, -1.139, -1.291], [-0.383, -2.346, -1.989], [1.181, 1.805, -2.082], [3.401, 3.408, -0.782], [3.639, 1.017, 1.038], [3.753, 2.785, 1.681], [1.163, 2.433, 0.983], [1.770, 2.003, 2.561], [-1.421, -1.076, 0.449], [0.334, -2.029, 0.710], [-1.451, -2.778, 2.288], [-0.302, -1.852, 3.373], [-3.463, -3.166, 2.524], [-5.967, -3.214, 2.148], [-7.277, -1.053, 2.513], [-6.138, 0.932, 2.981], [-2.386, 1.213, 3.593], [-0.813, 0.538, 3.866], [-2.022, 1.260, 1.123], [-0.681, 1.828, 1.936]],
  "forces_ev_per_a": [[-2.2, 1.8, -0.3], [5.6, -5.2, -0.4], [8.6, -2.0, 1.5], [-7.5, 4.1, 0.2], [-1.3, -4.1, -0.8], [1.6, 0.3, 0.1], [-0.6, 3.7, -0.7], [-5.2, 7.0, -1.3], [3.6, -14.0, 7.7], [-0.6, 0.8, 0.2], [1.7, 6.8, -12.6], [-2.0, 9.3, 8.5], [-2.1, -7.3, -6.3], [9.8, -10.3, 7.9], [-0.8, -0.9, -4.3], [-3.6, 4.0, 3.1], [8.8, -6.5, -2.2], [2.2, 1.2, -2.1], [-1.2, 2.0, 4.6], [6.1, 1.2, 1.2], [-3.4, 6.2, 0.4], [-8.1, 0.5, -1.7], [6.2, 2.8, 3.4], [-7.6, -8.9, -3.8], [6.8, 7.2, 0.7], [2.6, -4.7, 0.2], [-8.1, -2.5, -8.9], [2.0, 1.1, 8.2], [0.4, 0.1, 0.3], [-0.6, -2.0, 0.2], [-0.8, 1.2, -0.5], [0.9, -2.8, 0.7], [-1.0, -3.7, 0.0], [-0.7, 2.9, 1.2], [1.7, 2.4, 0.9], [-8.4, 7.6, -6.9], [-1.1, 1.2, 0.9], [0.0, -1.7, -0.1], [-2.6, 2.7, 0.9], [-0.5, -1.2, 0.1], [-1.1, 0.0, -2.7], [1.7, -3.0, -0.2], [-1.3, -1.5, -0.6], [1.6, -0.5, 1.0], [-1.9, 1.3, 0.3], [-0.5, 0.3, 0.7], [5.7, -0.6, 3.9], [-3.5, 0.3, -2.5], [0.7, 3.3, -0.1]],
  "energy_ha": -4186.2943,
  "e_lumo_ev": 0.16,
  "e_homo_ha": -0.27996,
  "total_charge": 0,
  "smiles": "Nc1ncc(Br)cc1S(=O)(=O)NCCC(=O)N1CCN(c2ccccn2)CC1"
}